{
  "formula": "C5H9IrO3",
  "method": "wB97M-V/def2-TZVPD",
  "species": ["H", "O", "O", "O", "C", "C", "C", "C", "C", "H", "H", "H", "H", "H", "H", "H", "H", "Ir"],
  "coordinates": [[-3.9933, 0.4133, -1.6767], [-0.3110, -0.4671, -1.2420], [1.1720, 0.2056, 0.1634], [-0.6435, -0.8207, 0.9543], [-1.5416, -1.1168, -1.5781], [1.6661, 0.4146, 1.5123], [-2.6276, -0.2625, -1.8996], [2.9702, 1.1600, 1.4129], [0.0534, -0.4169, 0.0109], [-1.3581, -2.0297, -2.1517], [0.9080, 0.9804, 2.0662], [1.7855, -0.5723, 1.9759], [-3.2884, -0.8011, -2.5906], [-2.3771, 0.7957, -1.7355], [3.3472, 1.3371, 2.4283], [3.7176, 0.5765, 0.8606], [2.8300, 2.1299, 0.9193], [-2.3094, -1.5258, 0.5701]],
  "nbo_charge": [0.3371, -0.4190, -0.3657, -0.6693, -0.1437, -0.0879, -0.5591, -0.6424, 1.0455, 0.2962, 0.2087, 0.2135, 0.3295, 0.3162, 0.2630, 0.2445, 0.2413, 1.3919],
  "largest_force_ev_per_a": 5.03,
  "spin_multiplicity": 5,
  "total_energy_ev": -14284.2941,
  "lumo_ev": [-10.671, -12.410],
  "gap_ev": [6.6, 6.4],
  "total_charge": 2,
  "e_above_lowest_ev": 2.320
}